1.
53
Properties=species:S:1:pos:R:3:forces:R:3:lowdin_spin:R:1 method="wB97M-V/def2-TZVPD" e_tot_ha=-3055.17394 lumo_energy_ev="2.66 / 2.64" s_squared=6.0155 largest_force_ev_per_a=0.2 charge=-1 gap_ev="6.962 / 7.358" de_lowest_kcal_mol=0.0 spin_multiplicity=5
Cr 0.854199 -0.449275 0.468531 -0.09 0.10 0.06 3.75
O 0.360478 2.788142 2.983715 0.00 0.02 0.00 0.02
C 0.316839 1.845356 2.190692 -0.02 -0.04 -0.01 0.01
N 1.252468 0.959992 1.847257 -0.07 0.00 -0.01 0.00
C 2.538774 0.889217 2.407390 0.02 0.10 0.06 0.00
C 3.085331 1.800580 3.306960 -0.02 0.00 -0.02 0.00
C 4.375599 1.612275 3.791588 0.01 0.00 0.00 0.00
C 5.124437 0.521235 3.386508 -0.01 0.00 0.00 0.00
C 4.594610 -0.400848 2.489508 -0.03 0.01 0.00 0.00
C 3.305743 -0.226838 1.993482 0.08 -0.09 -0.01 0.00
N 2.656524 -1.080416 1.084315 0.00 -0.01 -0.04 0.00
C 3.129112 -2.251559 0.660456 0.10 0.05 0.06 0.02
O 4.190317 -2.825055 0.917483 -0.02 -0.02 -0.01 0.02
C 2.152102 -2.938595 -0.279943 -0.04 -0.05 -0.04 0.01
C 2.489178 -4.157895 -0.842889 0.00 0.01 0.00 0.00
C 1.594276 -4.770876 -1.701817 0.00 0.00 0.01 0.01
C 0.389529 -4.144219 -1.977063 0.01 -0.01 0.00 0.00
C 0.122766 -2.925602 -1.379440 0.00 0.03 0.01 0.02
N 0.979711 -2.334971 -0.541943 0.00 -0.10 -0.05 0.02
C -0.998198 1.577510 1.467486 0.02 0.00 0.00 0.01
C -2.061637 2.446434 1.637552 -0.02 -0.01 -0.01 0.00
C -3.252319 2.186182 0.979373 0.01 0.03 0.02 0.01
C -3.350039 1.060605 0.178945 0.00 -0.01 -0.02 0.00
C -2.243047 0.237534 0.061483 -0.01 0.00 0.00 0.01
N -1.091046 0.489178 0.683761 0.08 0.01 -0.02 0.02
H 2.491024 2.645287 3.616699 0.00 0.00 0.00 0.00
H 4.790110 2.330010 4.489672 0.00 0.00 0.00 0.00
H 6.129500 0.377174 3.764952 0.00 0.00 0.00 0.00
H 5.163983 -1.257853 2.167252 0.00 0.00 0.00 0.00
H 3.450183 -4.580320 -0.587734 0.00 0.00 0.00 0.00
H 1.835731 -5.722804 -2.158181 0.00 0.00 0.00 0.00
H -0.333801 -4.574595 -2.655068 0.00 0.00 0.00 0.00
H -0.780746 -2.376115 -1.606021 0.00 0.00 0.00 0.00
H -1.915165 3.303634 2.278712 0.01 0.00 0.00 0.00
H -4.095113 2.858378 1.084634 0.00 0.00 0.00 0.00
H -4.244695 0.825815 -0.379048 0.00 -0.01 -0.01 0.00
H -2.269108 -0.631003 -0.581811 -0.01 0.00 0.01 0.00
O -3.202792 0.167644 -2.987327 0.00 0.00 0.02 0.00
C -2.030429 0.521896 -3.024757 0.00 0.05 -0.02 0.00
N -0.955977 -0.251549 -2.746783 0.03 -0.03 0.00 0.00
S 0.420367 0.549526 -2.866395 -0.03 0.00 0.01 0.01
O 1.064143 0.688741 -1.562627 0.02 -0.04 0.01 0.05
O 1.276133 0.059046 -3.914237 0.01 0.01 0.00 0.00
C -0.272007 2.121393 -3.305432 0.02 0.01 0.00 0.00
C 0.332580 3.338341 -3.547736 0.00 -0.01 0.00 0.00
C -0.499278 4.408404 -3.855240 0.04 0.01 0.00 0.00
C -1.881465 4.246149 -3.912455 -0.03 0.01 0.00 0.00
C -2.466370 3.010854 -3.664046 -0.01 -0.02 0.00 0.00
C -1.637097 1.946764 -3.359823 -0.04 0.01 0.00 0.00
H 1.406872 3.452781 -3.492022 0.00 0.00 0.00 0.00
H -0.068684 5.383090 -4.047548 0.00 0.00 0.00 0.00
H -2.504529 5.099420 -4.150673 0.00 0.00 0.00 0.00
H -3.538144 2.863476 -3.698204 0.00 0.00 0.00 0.00

2.
50
Properties=species:S:1:pos:R:3:forces:R:3:nbo_charge:R:1 method="wB97M-V/def2-TZVPD" e_tot_ha=-4667.13164 lumo_energy_ev=-3.63 largest_force_ev_per_a=2.0 charge=+1 gap_ev=7.116 de_lowest_kcal_mol=22.3 spin_multiplicity=1
Sc -0.827204 -0.933003 -0.146377 -0.43 -1.16 0.32 1.88
Br -4.284931 5.283875 -0.883336 0.09 -0.17 0.09 0.08
C -3.759842 3.501475 -0.491829 0.15 0.33 0.02 -0.11
C -4.552361 2.448773 -0.958685 0.20 0.13 0.17 -0.17
C -4.169552 1.159541 -0.708740 0.29 -0.28 0.18 -0.27
C -2.955319 0.843138 -0.050653 -0.88 1.52 0.15 0.38
O -2.608964 -0.400479 0.090443 -1.93 0.22 0.10 -0.78
C -2.185015 1.940269 0.473959 -0.56 -0.54 -0.55 -0.17
C -1.060176 1.694369 1.326692 0.11 -0.22 0.23 0.22
N -0.441325 0.558474 1.313491 -0.17 0.77 -0.10 -0.57
C 0.488586 0.131534 2.263014 0.74 -0.19 0.82 0.10
C 1.382816 0.933393 2.943638 -0.48 -0.33 -0.47 -0.19
C 2.250051 0.382606 3.897040 0.12 -0.27 0.23 -0.19
C 2.204608 -0.948302 4.213459 -0.10 0.23 -0.07 -0.16
C 1.287898 -1.802171 3.561226 -0.25 0.21 -0.37 -0.10
C 1.122290 -3.160812 3.904424 -0.31 -0.03 -0.35 -0.09
C 0.207850 -3.915173 3.217200 0.21 0.08 0.18 -0.26
C -0.505849 -3.334958 2.157523 -0.10 0.22 -0.07 0.11
N -0.396013 -2.065364 1.812720 0.03 -0.31 0.34 -0.53
C 0.461781 -1.278616 2.530294 0.27 0.33 0.42 0.24
C -2.621459 3.256841 0.238031 -0.23 0.04 -0.13 -0.20
H -5.457254 2.659177 -1.509272 -0.06 0.00 0.00 0.24
H -4.778081 0.335015 -1.048771 -0.05 -0.11 -0.02 0.23
H -0.814193 2.473052 2.056385 0.13 -0.17 -0.07 0.20
H 1.433255 1.990792 2.732424 -0.03 0.11 -0.05 0.23
H 2.948070 1.031325 4.401712 0.09 0.06 0.04 0.23
H 2.858483 -1.361935 4.966482 0.04 -0.01 0.08 0.23
H 1.696108 -3.580757 4.716827 0.08 -0.06 0.05 0.24
H 0.034292 -4.947518 3.474262 -0.02 -0.09 -0.04 0.24
H -1.205154 -3.940384 1.588375 0.07 0.06 -0.01 0.21
H -2.034869 4.082719 0.613236 0.02 0.08 0.07 0.23
O 0.893889 -1.399486 -0.593405 1.86 -0.36 -0.61 -0.82
C 1.851361 -1.080359 -1.435329 1.16 0.24 -0.92 0.36
C 3.150557 -1.566468 -1.216100 -0.37 0.02 0.05 -0.22
C 4.182348 -1.273866 -2.075438 -0.07 0.09 -0.10 -0.18
C 3.952452 -0.479930 -3.193877 0.07 0.04 -0.10 -0.24
C 2.693357 0.018306 -3.433003 -0.19 -0.07 0.21 -0.15
C 1.622137 -0.253328 -2.568260 0.52 -0.45 0.56 -0.21
C 0.293109 0.238225 -2.851485 -0.33 -0.04 -0.08 0.42
N -0.841673 -0.105134 -2.217188 0.55 0.23 -0.40 -0.61
C -1.864644 0.487983 -2.923094 -0.10 0.28 -0.44 -0.07
C -1.352615 1.216870 -3.949005 -0.62 -0.17 0.21 -0.07
N -0.000579 1.055216 -3.891221 0.37 -0.26 0.33 -0.49
H 3.303195 -2.191572 -0.350546 0.04 -0.08 0.12 0.22
H 5.170005 -1.666939 -1.894290 0.10 -0.06 0.06 0.22
H 4.754080 -0.266424 -3.881735 0.09 0.04 -0.07 0.23
H 2.535777 0.608811 -4.323532 0.00 0.08 -0.08 0.20
H -2.897389 0.334285 -2.677675 0.00 0.04 0.07 0.23
H -1.828800 1.818201 -4.695352 -0.09 0.08 -0.13 0.24
H 0.664906 1.468717 -4.524659 -0.04 -0.09 0.11 0.43

3.
84
Properties=species:S:1:pos:R:3:forces:R:3:mulliken_charge:R:1 method="wB97M-V/def2-TZVPD" e_tot_ha=-18606.63699 lumo_energy_ev=-1.35 largest_force_ev_per_a=6.6 gap_ev=6.483 spin_multiplicity=1
N -1.538007 -2.460722 3.885094 0.42 1.69 -0.25 -0.30
C -1.727984 -0.964614 3.928875 0.46 1.02 0.04 -0.34
C -0.624902 -0.213492 3.025475 0.77 1.75 -2.07 -0.12
C -0.943480 0.449030 1.635573 2.82 -1.17 3.46 0.03
C -2.448871 0.362643 1.104156 0.51 -0.91 0.39 -0.34
C -2.601294 0.228220 -0.490937 -0.14 0.98 -0.18 -0.82
C -3.710246 -0.831860 -0.979394 0.53 1.14 0.12 -0.01
Cl -2.864020 -1.922375 -2.236627 -1.05 0.60 0.96 -0.23
C 0.254729 1.170421 0.920035 2.88 -0.11 1.73 0.59
N 0.057281 1.853231 -0.367775 -1.26 0.08 2.41 -0.54
C 1.715538 1.223248 1.503343 -1.57 -0.55 0.64 0.14
C 2.930984 1.922503 0.747268 1.76 0.37 -2.18 0.24
C 3.931063 2.921935 1.389533 1.12 -2.39 -3.06 -0.72
C 5.100791 3.505347 0.520049 -0.69 -2.28 -2.07 -0.57
C 5.301624 3.163651 -1.005796 -3.93 -1.53 2.41 -0.43
C 4.271033 2.161084 -1.648834 -0.86 1.48 3.68 -0.94
C 3.139446 1.561737 -0.773346 1.90 2.10 1.27 0.13
C 2.016376 0.563504 2.895230 -0.82 -0.65 0.86 0.29
N 3.253502 0.511074 3.635423 -5.16 -1.02 -0.34 -0.34
S 2.832793 -0.318969 5.092782 -2.30 0.14 -1.93 0.08
N 1.153596 -0.720970 4.960438 2.23 3.25 -5.25 -0.13
C 0.836916 -0.151737 3.659013 -0.46 0.03 -0.13 -0.02
H -0.699338 -2.658452 4.460131 -0.54 -0.01 -0.79 0.26
H -1.351161 -2.680362 2.885634 0.06 -0.11 1.16 0.32
H -2.803422 -0.661980 3.633468 1.80 -0.61 0.28 0.36
H -1.598394 -0.577631 5.012310 -0.10 -0.77 -1.81 -0.55
H -3.036583 1.227877 1.572539 0.73 -1.10 -0.94 0.34
H -2.900819 -0.603761 1.559172 0.85 1.63 -0.64 0.10
H -2.953492 1.265780 -0.872868 0.76 -1.69 0.39 0.22
H -1.589625 -0.013026 -0.994551 -1.75 0.41 0.98 0.42
H -4.094218 -1.453384 -0.103280 0.48 0.64 -1.47 0.31
H -4.551573 -0.252144 -1.519823 1.39 -1.38 0.93 0.07
H -0.879784 2.305192 -0.281106 0.85 -0.57 -0.50 0.34
H 0.713550 2.636576 -0.507139 -0.04 -0.74 0.27 0.21
H 3.826595 3.235761 2.482614 0.28 -0.73 -1.81 0.42
H 5.881921 4.232685 0.956137 -1.61 -1.37 -0.50 0.40
H 6.154147 3.596371 -1.637282 -1.51 -0.63 1.29 0.46
H 4.326533 1.863495 -2.749597 -0.08 0.56 1.80 0.48
H 2.405009 0.823538 -1.258375 1.28 1.29 0.88 0.35
C -6.313857 -1.622121 -4.739854 0.12 0.05 0.02 0.29
Cl -5.634746 -3.263721 -4.743334 -0.13 0.30 -0.02 -0.10
Cl -6.565269 -1.088145 -3.063639 0.16 -0.33 -0.26 -0.03
Cl -5.187276 -0.514021 -5.550896 -0.51 -0.12 0.40 -0.06
Cl -7.868541 -1.622536 -5.601475 0.22 -0.01 0.13 -0.10
C -3.613178 -5.531926 3.606586 -0.01 0.18 0.04 0.34
Cl -3.521757 -6.252163 5.228182 0.00 0.13 -0.29 -0.10
Cl -4.630399 -6.548962 2.562938 0.18 0.15 0.16 -0.10
Cl -4.322139 -3.905997 3.720298 -0.07 -0.44 -0.05 -0.07
Cl -1.978630 -5.423524 2.914085 -0.30 -0.23 0.06 -0.10
C -2.068668 -0.488265 -8.430099 0.05 -0.09 -0.06 0.28
Cl -2.960227 -1.642736 -7.415872 0.45 0.13 -0.40 -0.04
Cl -1.034409 -1.375722 -9.569981 -0.22 0.22 0.15 -0.05
Cl -3.221189 0.517681 -9.334647 0.17 -0.16 0.17 -0.10
Cl -1.059494 0.548909 -7.398823 -0.17 -0.17 -0.16 -0.09
C 6.772793 -0.947776 4.604355 0.05 -0.02 -0.10 0.35
Cl 5.956289 -1.906008 3.351036 0.13 0.19 0.22 -0.10
Cl 7.985901 0.106821 3.847405 -0.23 -0.18 0.12 -0.09
Cl 5.575211 0.047265 5.462300 1.19 -0.03 0.12 -0.08
Cl 7.571994 -2.038076 5.757696 -0.14 0.19 -0.18 -0.10
C -0.990397 -0.469355 8.059201 0.10 -0.09 0.00 0.37
Cl -0.305800 1.021028 7.375510 -0.16 -0.21 0.13 -0.09
Cl -0.078481 -1.872010 7.460573 -0.34 0.17 0.38 -0.07
Cl -0.887063 -0.408770 9.832217 -0.02 0.00 -0.29 -0.11
Cl -2.693098 -0.617080 7.570922 0.24 0.02 0.12 -0.12
C 2.404425 -4.065532 -9.285653 0.00 -0.01 0.07 0.33
Cl 3.113940 -5.658901 -8.946652 -0.12 0.27 -0.07 -0.10
Cl 1.759255 -4.044256 -10.941519 0.09 0.01 0.26 -0.10
Cl 1.089863 -3.744946 -8.134729 0.29 -0.12 -0.17 -0.05
Cl 3.654253 -2.813345 -9.120983 -0.22 -0.21 -0.04 -0.09
C 1.790223 6.199042 0.751754 0.02 0.42 -0.05 0.22
Cl 0.926357 6.171447 -0.802948 0.07 -0.02 0.19 -0.12
Cl 0.657600 5.805226 2.064939 0.15 0.01 -0.19 -0.11
Cl 3.107323 4.993476 0.722228 -1.74 2.17 -0.40 0.08
Cl 2.470481 7.820298 1.022589 -0.16 -0.16 -0.03 -0.13
C -9.546481 1.599538 -1.940288 -0.05 0.00 -0.11 0.31
Cl -11.109089 2.431165 -2.094567 0.27 -0.14 0.05 -0.10
Cl -9.108096 0.866267 -3.497420 -0.33 0.33 0.28 -0.02
Cl -8.296698 2.770319 -1.464437 -0.18 -0.19 -0.07 -0.10
Cl -9.670476 0.330133 -0.702744 0.04 0.19 -0.20 -0.10
C 8.128548 0.067154 -1.434645 -0.03 -0.24 -0.14 0.27
Cl 6.551917 0.877931 -1.590817 1.29 -0.97 0.21 0.02
Cl 8.582320 -0.658833 -2.993476 0.00 0.09 0.21 -0.12
Cl 9.359841 1.256345 -0.954884 -0.19 -0.16 -0.06 -0.12
Cl 8.020713 -1.204743 -0.197993 0.03 0.23 -0.17 -0.08

4.
58
Properties=species:S:1:pos:R:3:forces:R:3:lowdin_spin:R:1 method="wB97M-V/def2-TZVPD" e_tot_ha=-4418.66971 lumo_energy_ev="3.41 / 2.23" s_squared=6.1568 largest_force_ev_per_a=0.5 charge=-2 gap_ev="4.115 / 5.567" spin_multiplicity=5
Co 1.289895 0.950131 0.497725 -0.22 -0.35 -0.08 1.02
Te 1.207418 3.082802 -0.865995 0.10 0.47 -0.22 0.08
Te -1.290310 3.945280 -1.109659 0.03 0.02 0.11 0.77
Te 0.912238 6.961324 -0.871150 -0.22 0.23 -0.17 0.73
Te 2.302708 5.223072 0.522211 -0.02 -0.09 -0.05 0.30
O 2.406944 -2.363587 2.374414 0.03 0.14 0.00 0.00
C 2.411505 -1.192783 1.996336 -0.02 -0.21 -0.09 0.00
O 1.597449 -0.790438 1.068017 0.10 0.19 0.33 -0.01
C 3.410613 -0.231828 2.599461 0.03 -0.12 0.11 0.01
C 4.301801 -0.795149 3.516511 -0.02 0.22 -0.11 0.07
C 5.280130 -0.004618 4.076571 0.06 -0.10 0.10 0.02
C 5.405596 1.350881 3.784931 -0.18 0.11 -0.17 0.12
C 4.508831 1.946632 2.897465 0.04 -0.16 0.13 0.01
C 3.494314 1.135889 2.262679 0.03 0.09 0.00 0.02
O 2.708163 1.700351 1.392347 -0.16 -0.13 -0.20 0.02
N 4.658227 3.319063 2.671196 0.27 -0.27 0.13 0.30
O 5.663078 3.904999 3.180529 0.07 0.04 -0.02 0.26
O 3.756167 4.022995 2.061253 -0.10 0.05 0.16 0.18
N 6.217947 -0.606845 5.014695 -0.09 -0.05 -0.12 0.00
O 6.078938 -1.785707 5.312112 -0.03 -0.05 0.02 0.01
O 7.116169 0.084350 5.469280 0.08 0.11 0.06 -0.01
H 4.212052 -1.842922 3.749126 0.00 -0.03 0.01 0.00
H 6.165494 1.963240 4.238352 0.01 -0.02 0.00 0.01
O -0.343544 0.519087 -0.348413 0.18 -0.22 0.10 0.03
Si -1.485044 -0.320390 -1.067153 -0.03 0.20 0.04 0.01
C -1.372285 -0.217750 -2.955310 0.05 -0.06 0.04 0.00
C -0.686761 -1.197437 -3.676795 -0.01 -0.04 0.02 0.00
C -0.525802 -1.105598 -5.051968 0.02 -0.02 -0.04 0.00
C -1.053401 -0.022931 -5.740694 0.01 0.01 -0.04 0.00
C -1.731713 0.967658 -5.045087 -0.01 0.00 -0.01 0.00
C -1.884486 0.867191 -3.668950 -0.04 0.08 0.03 0.00
C -1.590189 -2.155916 -0.651276 -0.02 0.02 -0.05 0.00
C -0.723625 -2.762124 0.257033 0.09 -0.02 -0.12 0.00
C -0.832216 -4.116952 0.549309 0.05 -0.04 0.01 0.00
C -1.814541 -4.885962 -0.052876 -0.03 -0.06 0.00 0.00
C -2.689377 -4.300046 -0.960978 -0.01 -0.02 -0.01 0.00
C -2.569377 -2.951078 -1.255294 -0.07 0.04 -0.02 0.00
C -3.150274 0.444309 -0.574813 0.06 -0.06 0.05 0.01
C -4.318869 0.346195 -1.328688 -0.01 -0.03 -0.09 0.00
C -5.511939 0.907943 -0.895781 -0.05 0.01 -0.01 0.00
C -5.561809 1.580660 0.316921 -0.05 0.01 0.01 0.00
C -4.414793 1.683634 1.089967 0.01 0.02 0.03 0.00
C -3.226697 1.120433 0.645633 0.06 0.05 0.00 0.02
H -0.270513 -2.050176 -3.151311 0.00 -0.01 0.01 0.00
H 0.015584 -1.877433 -5.586294 0.00 -0.01 -0.01 0.00
H -0.928871 0.053074 -6.814878 0.00 0.00 0.00 0.00
H -2.134285 1.824237 -5.572929 0.00 0.01 0.00 0.00
H -2.397585 1.660820 -3.135566 0.00 -0.04 -0.03 0.00
H 0.076490 -2.185064 0.699840 0.03 0.07 0.12 0.00
H -0.124518 -4.563584 1.237101 -0.02 0.01 0.03 0.00
H -1.895488 -5.943468 0.173745 0.00 0.00 0.00 0.00
H -3.456300 -4.896574 -1.442966 0.00 0.00 0.00 0.00
H -3.251125 -2.508816 -1.976894 0.00 0.00 0.01 0.00
H -4.297272 -0.165796 -2.285573 0.00 0.00 -0.01 0.00
H -6.403281 0.825948 -1.507337 0.00 0.00 0.00 0.00
H -6.490426 2.024076 0.657317 0.00 0.00 -0.01 0.00
H -4.442536 2.210003 2.036600 0.00 0.00 0.00 0.00
H -2.328499 1.214697 1.245953 0.01 0.01 0.00 0.00